#w
DFT (wB97M-V/def2-TZVPD) results for C6H8N2O as an isolated structure.

```
! wB97M-V def2-TZVPD RIJCOSX def2/J DEFGRID3
* xyz 0 1
O -2.724 -0.453 0.484
N -0.727 0.787 -0.031
N -0.617 -1.174 -0.645
C 0.208 0.022 -0.728
C -0.771 2.201 0.095
C 0.047 -2.088 0.200
C -1.637 -0.228 0.079
C 1.475 -0.289 0.022
C 1.246 -1.664 0.549
H 1.845 -2.263 1.062
H 1.721 0.372 0.907
H 0.215 0.206 -1.782
H -1.618 2.557 -0.492
H 2.398 -0.075 -0.553
H 0.098 2.445 -0.593
H -0.455 -3.061 0.412
H -0.705 2.704 1.013
*
```

- frontier orbital gap (hartree) = 0.3407


#x
DFT (wB97M-V/def2-TZVPD) results for one molecule with the formula C6H8N2O.

```
! wB97M-V def2-TZVPD RIJCOSX def2/J DEFGRID3
* xyz 0 1
O 3.232 0.474 -0.457
N 0.980 0.319 -1.164
N -0.912 1.254 -0.016
C 1.721 -0.433 1.150
C -2.202 0.885 0.296
C -0.263 0.156 -0.664
C -1.221 -0.915 -0.671
C -2.362 -0.494 -0.051
C 2.044 0.103 -0.231
H -3.306 -1.164 -0.079
H -2.589 1.510 0.699
H 1.363 0.193 1.782
H 2.714 -0.896 1.833
H -0.958 -1.847 -1.184
H 1.078 -0.262 -2.047
H -0.511 2.325 -0.098
H 1.191 -1.209 0.903
*
```

- frontier orbital gap (hartree) = 0.3202


#y
DFT (wB97M-V/def2-TZVPD) results for one molecule with the formula C6H8N2O.

```
! wB97M-V def2-TZVPD RIJCOSX def2/J DEFGRID3
* xyz 0 1
O 1.176 -1.304 2.359
N -0.168 -0.439 -1.265
N 0.127 0.316 1.010
C -0.288 0.569 -0.329
C -0.133 1.357 2.008
C 0.710 -0.786 1.398
C -0.798 1.757 -0.684
C 0.635 -2.686 -1.872
C 0.402 -1.659 -1.097
H -0.924 2.583 -0.019
H -1.103 1.922 -1.700
H 1.116 -3.572 -1.502
H -1.193 1.605 2.026
H 0.453 2.251 1.790
H -0.526 -0.174 -2.180
H 0.353 -2.703 -2.924
H 0.161 0.967 2.981
*
```

- frontier orbital gap (alpha / beta) (hartree) = 0.2928 / 0.3064


#z
DFT (wB97M-V/def2-TZVPD) results for one molecule with the formula C6H8N2O.

```
! wB97M-V def2-TZVPD RIJCOSX def2/J DEFGRID3
* xyz 0 1
O 2.069 0.654 -0.493
N -2.045 0.147 -0.334
N -1.110 0.598 0.556
C 2.181 -0.663 -0.208
C 1.136 -1.230 0.370
C 0.225 -0.020 0.713
C -0.411 1.849 0.073
C -2.191 -1.135 -0.399
C 0.663 0.845 -0.411
H 0.577 0.422 1.683
H 0.269 0.364 -1.316
H 1.019 -2.286 0.629
H -2.987 -1.566 -1.005
H -1.564 -1.808 0.213
H -0.935 2.440 -0.695
H -0.082 2.439 0.960
H 3.184 -1.051 -0.336
*
```

- frontier orbital gap (hartree) = 0.3479


Which one sits at the bottom of the stability order? #z does.


#w
DFT (wB97M-V/def2-TZVPD) results for a 10-piece molecular cluster, C6H31NO10 overall.

```
! wB97M-V def2-TZVPD RIJCOSX def2/J DEFGRID3
* xyz 0 1
O -4.544 -1.054 -1.889
O 0.464 3.690 3.338
O -1.745 -1.086 1.940
O 2.713 -0.422 -0.938
O 4.096 -2.754 -0.015
O 5.449 -0.501 1.007
O 0.758 0.834 3.778
O 2.083 -0.599 1.802
O -4.516 -0.471 1.043
O -2.603 -2.927 -0.460
N -1.264 -1.237 -1.192
C 0.292 1.870 -1.817
C -1.477 -2.734 -1.229
C -0.775 0.925 -2.429
C -0.483 -0.541 -2.212
C 0.005 2.323 -0.416
C -0.117 3.571 0.025
H 0.443 2.796 -2.339
H -2.562 -0.561 1.846
H 1.616 0.441 3.546
H 1.045 1.739 3.524
H -4.785 -0.456 0.101
H -0.153 3.789 1.090
H 4.997 -2.559 0.274
H -0.197 1.509 0.271
H -0.326 3.608 2.803
H -0.748 1.096 -3.493
H 1.246 -0.959 1.477
H -5.130 0.218 1.333
H 1.257 3.607 2.799
H -1.835 -2.898 -2.267
H -0.970 -0.936 -0.219
H -1.734 1.378 -2.199
H -3.616 -0.969 -1.573
H -0.446 -1.184 -3.154
H -0.622 -3.328 -0.794
H -1.156 -0.492 2.429
H 3.958 -2.198 -0.779
H -0.207 4.474 -0.616
H -4.758 -1.985 -1.772
H 5.091 0.249 1.496
H 4.715 -0.664 0.400
H -2.685 -2.654 0.458
H 2.690 -1.179 1.314
H 1.179 1.230 -1.914
H 0.609 -0.574 -1.911
H 2.956 -0.835 -1.771
H 1.793 -0.589 -0.699
*
```

- frontier orbital gap (hartree) = 0.3410


#x
DFT (wB97M-V/def2-TZVPD) results for a 10-piece molecular cluster, C6H31NO10 overall.

```
! wB97M-V def2-TZVPD RIJCOSX def2/J DEFGRID3
* xyz 0 1
O 3.813 1.587 3.288
O 2.551 2.452 -1.362
O -1.115 -0.668 -2.377
O -4.312 -0.800 -1.833
O -2.192 1.511 -0.832
O 0.549 2.330 1.004
O -3.999 -0.702 3.322
O 4.528 0.929 0.565
O -3.102 0.681 -4.650
O -2.833 1.338 1.887
N 1.909 0.278 -0.738
C 0.322 -2.417 0.156
C 1.941 -1.059 -1.339
C -0.132 -1.962 2.553
C -0.256 -1.592 1.286
C 1.778 -2.108 -0.246
C 1.693 1.365 -1.674
H -1.600 0.149 -2.168
H 2.714 2.469 -0.415
H -1.961 1.738 1.892
H -0.627 -0.381 -3.158
H -3.396 0.343 -3.793
H 2.983 -1.231 -1.591
H -0.743 -0.687 0.930
H 1.153 0.332 -0.065
H -3.763 -1.454 3.855
H 4.094 2.024 2.488
H 0.390 3.275 1.099
H 3.741 0.676 2.999
H -1.276 1.338 -0.589
H 0.374 -3.466 0.463
H -0.389 -2.394 -0.666
H -2.155 0.560 -4.657
H 2.006 1.062 -2.668
H -3.987 -0.919 -0.935
H 5.190 0.998 -0.130
H -0.499 -1.423 3.415
H 3.724 0.748 0.055
H 0.706 1.781 -1.750
H 2.199 -3.049 -0.611
H -4.242 0.120 3.746
H -2.801 0.434 2.230
H 1.314 -1.180 -2.209
H -4.927 -1.538 -1.916
H -2.721 1.252 -0.073
H 0.503 -2.819 2.756
H 0.402 1.954 1.879
H 2.452 -1.874 0.580
*
```

- frontier orbital gap (hartree) = 0.3594


Which one sits at the bottom of the stability order? #w does.


#w
DFT (wB97M-V/def2-TZVPD) results for one molecule with the formula C2H8N2P2.

```
! wB97M-V def2-TZVPD RIJCOSX def2/J DEFGRID3
* xyz 0 1
P -1.813 1.121 -1.390
P -0.142 -1.228 -0.192
N 1.123 -0.169 -0.613
N -1.272 -0.517 -1.307
C 2.197 -0.408 -1.173
C -0.744 -0.413 1.334
H -0.484 0.648 1.051
H -1.316 -0.782 -2.265
H -1.724 1.255 -2.886
H -1.832 -0.471 1.367
H -3.226 0.826 -1.403
H 2.568 -1.446 -1.565
H 2.805 0.456 -1.390
H -0.269 -0.607 2.344
*
```

- frontier orbital gap (hartree) = 0.3349


#x
DFT (wB97M-V/def2-TZVPD) results for a 2-piece molecular cluster, C2H8N2P2 overall.

```
! wB97M-V def2-TZVPD RIJCOSX def2/J DEFGRID3
* xyz 0 1
P -0.527 1.461 -1.198
P 2.762 0.218 -0.579
N -0.805 0.301 -0.049
N -1.754 0.464 0.785
C 2.943 -1.407 -0.353
C -1.880 -0.318 1.783
H 3.147 -1.809 0.600
H -1.626 2.277 -0.894
H -2.676 -0.164 2.540
H -1.215 -1.201 1.774
H -2.396 1.380 0.857
H 2.648 0.124 -1.934
H -1.423 0.873 -2.156
H 2.803 -2.200 -1.175
*
```

- frontier orbital gap (hartree) = 0.3054


Which one sits at the bottom of the stability order? #x does.


#w
DFT (wB97M-V/def2-TZVPD) results for an isolated ion of composition C4H9N2O2 and charge -1.

```
! wB97M-V def2-TZVPD RIJCOSX def2/J DEFGRID3
* xyz -1 1
O 1.965 -1.541 -0.469
O 1.368 -1.166 1.585
N -1.316 1.961 -1.827
N -1.205 -0.881 0.850
C -1.326 1.861 -0.373
C 0.027 1.034 0.138
C -0.142 -0.452 -0.046
C 1.212 -1.178 0.403
H -1.365 1.156 -2.297
H 0.155 1.373 1.143
H 0.794 1.365 -0.454
H -1.823 -1.513 0.380
H -0.599 2.550 -2.119
H -0.822 -1.508 1.533
H -0.494 -0.868 -1.055
H -1.343 2.855 0.107
H -2.149 1.093 -0.063
*
```

- frontier orbital gap (hartree) = 0.2852


#x
DFT (wB97M-V/def2-TZVPD) results for C4H9N2O2 as an isolated structure.

```
! wB97M-V def2-TZVPD RIJCOSX def2/J DEFGRID3
* xyz -1 1
O -2.930 0.551 -0.705
O 2.861 0.392 -0.476
N 0.458 0.640 0.834
N -1.897 -0.770 0.989
C -0.467 0.650 -0.427
C -1.960 0.200 -0.054
C 2.270 -0.005 0.553
C 0.060 -0.396 -1.492
H -0.443 1.606 -1.027
H -1.024 -0.549 1.446
H -0.016 -1.294 -0.822
H -2.743 -1.160 1.425
H 2.070 -1.180 0.824
H -0.464 -0.551 -2.399
H 0.613 1.525 1.338
H 2.408 0.403 1.563
H 1.206 -0.061 -1.569
*
```

- frontier orbital gap (hartree) = 0.2731


#y
DFT (wB97M-V/def2-TZVPD) results for a 2-piece molecular cluster, C4H9N2O2 overall.

```
! wB97M-V def2-TZVPD RIJCOSX def2/J DEFGRID3
* xyz -1 1
O 0.293 1.541 0.768
O 0.206 2.143 -1.437
N -1.526 0.975 -0.550
N 0.464 -1.374 -0.208
C 1.820 -0.832 -0.540
C -0.217 1.608 -0.384
C 0.076 -1.644 1.099
C -1.024 -2.389 1.381
H -1.597 -3.005 0.684
H 0.599 -1.128 1.904
H -0.315 -1.036 -0.781
H -1.334 -2.518 2.411
H -2.059 1.138 0.301
H -2.082 1.326 -1.339
H 2.445 -1.618 -0.998
H 2.206 -0.340 0.369
H 1.646 0.046 -1.232
*
```

- frontier orbital gap (hartree) = 0.3076


Which one sits at the bottom of the stability order? #x does.


#w
DFT (wB97M-V/def2-TZVPD) results for a 2-piece molecular cluster, C4H9N2O2 overall.

```
! wB97M-V def2-TZVPD RIJCOSX def2/J DEFGRID3
* xyz -1 1
O -0.822 0.400 3.183
O 0.502 0.572 -2.513
N -0.168 -1.902 -1.540
N -0.748 1.606 -0.774
C -0.135 0.662 -1.440
C -0.236 -0.705 -0.662
C 0.895 -0.838 0.350
C -0.518 1.323 2.476
H 1.826 -1.310 -0.054
H 0.828 -2.026 -1.708
H 0.577 -1.473 1.175
H -0.523 -1.663 -2.468
H -1.136 -0.855 -0.065
H -0.733 2.568 -1.094
H 0.536 1.744 2.422
H -1.307 1.776 1.861
H 1.163 0.123 0.851
*
```

- frontier orbital gap (hartree) = 0.2830


#x
DFT (wB97M-V/def2-TZVPD) results for a 2-piece molecular cluster, C4H9N2O2 overall.

```
! wB97M-V def2-TZVPD RIJCOSX def2/J DEFGRID3
* xyz -1 1
O -0.011 -1.439 0.323
O -1.660 -1.032 -1.144
N 2.019 2.142 1.623
N -0.155 1.439 -1.300
C 1.601 1.973 0.265
C -1.019 -1.758 -0.335
C -1.547 -3.196 -0.174
C 0.328 1.981 -0.081
H -2.619 -3.189 -0.358
H -1.341 -3.574 0.828
H -0.399 2.320 0.661
H 2.845 2.711 1.725
H 2.138 1.248 2.076
H -1.087 -3.886 -0.880
H 2.371 1.728 -0.467
H -0.569 0.514 -1.086
H -0.894 2.019 -1.677
*
```

- frontier orbital gap (hartree) = 0.3045


Which one sits at the bottom of the stability order? #w does.